ORCA calculation (the ωB97M-V functional and the def2-TZVPD basis) on a cluster of 13 separate species, C57H57Cl6N11 in total in a non-equilibrium geometry.

```
131
Properties=species:S:1:pos:R:3:forces:R:3
N -2.257598 0.455963 0.250983 0.3644 -1.3057 -2.7534
C -2.114364 0.234362 -1.111433 0.4727 0.2398 0.9522
C -0.970654 -0.335255 -1.701650 -1.3963 -0.0809 0.8484
C 0.007301 -0.770680 -0.845269 0.7426 -0.5278 0.5031
C -0.136233 -0.675488 0.530967 -0.1781 0.1623 -0.4497
C -1.305957 -0.095013 1.005233 -0.3740 0.9219 0.4915
H -2.954044 0.541338 -1.717324 0.0034 0.3603 -0.1193
H -0.843706 -0.597163 -2.741694 -0.4123 0.3825 -0.2385
H 0.852314 -1.283143 -1.280854 0.3147 0.0665 0.0475
H 0.641119 -1.040061 1.186108 -0.2127 -0.1260 0.1640
H -1.567758 0.028224 2.045751 0.6610 -0.3196 0.2729
N 1.921017 2.970571 0.476691 1.6746 -0.2782 0.1443
C 1.054915 2.715081 1.447559 0.3352 0.9526 -0.3408
C 1.331995 2.968131 2.783498 -0.3604 0.2568 0.4518
C 2.551976 3.496943 3.161902 0.4389 -0.3431 -1.2961
C 3.535996 3.649415 2.156569 -0.8309 0.0557 -0.1667
C 3.191014 3.354889 0.823364 -1.7489 -0.0456 0.8195
H 0.061558 2.484384 1.092020 -0.2564 -0.3795 0.2708
H 0.541815 2.893438 3.515911 -0.1173 -0.1638 0.0803
H 2.707470 3.789030 4.189960 0.2296 0.0157 0.0116
H 4.480580 4.105569 2.413659 0.2078 -0.1931 -0.1462
H 3.839399 3.490784 -0.029588 0.3236 0.0847 0.1845
N -4.421817 2.423207 -2.007535 -0.5591 -0.2574 2.2399
C -4.500548 3.583548 -2.631730 -0.2327 0.4421 0.7378
C -4.928426 4.788016 -2.002192 -0.3817 -1.0145 -0.4944
C -5.344673 4.716477 -0.683299 -0.2617 0.0092 -0.2864
C -5.315964 3.502148 -0.015585 0.1771 -0.1667 -0.4575
C -4.826698 2.398633 -0.681733 0.6420 0.3256 -1.0531
H -4.202080 3.490792 -3.665513 -0.0356 0.6560 -0.2518
H -5.118909 5.663899 -2.604647 0.4332 0.1912 0.0641
H -5.769411 5.542742 -0.132587 0.1013 0.4105 -0.3026
H -5.699281 3.447360 0.992609 0.1911 -0.1944 0.1176
H -4.675566 1.497674 -0.105680 -0.0565 -0.3762 -0.3721
N 6.616656 0.017302 1.522560 1.2328 0.8227 0.7944
C 5.293239 0.105720 1.620119 0.8358 -0.8425 -1.2857
C 4.536224 -0.392187 0.583251 -0.2686 -0.5138 -1.2847
C 5.169539 -0.861204 -0.593937 -0.2269 0.2315 1.4270
C 6.561717 -0.913915 -0.642134 -1.3650 0.0628 -1.0216
C 7.258828 -0.451180 0.443018 -0.8426 0.4126 0.9581
H 4.839725 0.569530 2.483603 0.1562 -0.0894 0.2694
H 3.462453 -0.462204 0.675490 -0.1840 0.2424 -0.1631
H 4.574918 -1.203721 -1.427904 -0.0488 -0.0806 0.0341
H 6.974427 -1.255719 -1.579802 0.5745 -0.0228 0.1383
H 8.337230 -0.393619 0.455275 0.1293 -0.1552 0.1377
N 3.571905 -3.576658 -0.027807 0.1317 -0.3051 0.2735
C 4.604297 -4.228754 0.588656 -2.1975 -0.2890 -0.4771
C 4.354282 -5.311090 1.410286 -0.1085 -0.7526 -0.3407
C 3.042594 -5.798224 1.611932 0.5088 0.9563 -0.7646
C 2.002483 -5.159303 0.949022 0.7774 0.9932 0.1851
C 2.313653 -4.007600 0.153474 0.9856 -1.3523 0.9310
H 5.620976 -3.977726 0.324533 -0.0276 0.4740 0.0444
H 5.215936 -5.890983 1.706377 -0.0101 0.0102 0.5734
H 2.838149 -6.667701 2.219075 0.1401 -0.0536 0.0666
H 1.004094 -5.522956 1.142341 -0.2469 0.2582 -0.3974
H 1.537555 -3.473343 -0.374383 -0.1433 0.1038 -0.0173
N -0.978017 -2.797754 2.841951 -1.0004 -1.6851 -0.6971
C -1.725501 -3.559946 1.936852 1.3636 1.7046 1.4014
C -1.843539 -4.928610 2.035235 -0.9977 0.6027 -0.1563
C -1.236537 -5.537081 3.083443 0.4766 -1.1549 2.0272
C -0.614493 -4.823617 4.095203 0.6603 0.3852 -0.7118
C -0.468174 -3.453883 3.900960 -0.4639 0.1091 -0.9005
H -2.187964 -2.966593 1.161953 -0.0815 -0.0773 -0.1435
H -2.568009 -5.547809 1.527153 0.2087 0.3450 -0.9188
H -1.349865 -6.606584 3.182004 0.0572 -0.1812 0.0945
H -0.130273 -5.267731 4.952345 -0.1760 -0.2628 0.0139
H 0.107499 -2.874648 4.607702 -0.0094 0.2661 0.0989
N 2.919778 -0.634630 5.828311 1.0696 -0.7521 -0.5026
C 3.328405 -1.891707 5.613063 -1.4156 -0.7087 -1.8232
C 3.065424 -2.543385 4.365548 0.7862 0.6283 0.9188
C 2.533194 -1.818375 3.316736 0.3675 -0.1479 -0.2299
C 2.207818 -0.496928 3.494294 0.1636 0.3393 0.9956
C 2.453161 0.028970 4.766105 -0.4391 0.3975 0.3071
H 3.803817 -2.452735 6.404022 -0.0363 0.1546 0.2810
H 3.353979 -3.559839 4.142005 0.1885 -0.1544 0.4090
H 2.504341 -2.241051 2.323304 -0.3499 -0.3363 -0.0413
H 1.770207 0.078125 2.691668 0.1513 0.3216 0.0819
H 2.285126 1.064672 5.022018 -0.4002 0.2483 -0.4146
N 0.996361 -2.754858 -3.825939 2.0307 -0.1620 0.1497
C 2.174283 -3.430211 -3.507189 -1.7270 1.0487 -1.2529
C 3.235541 -3.568284 -4.393003 -0.9345 0.1681 0.5957
C 3.127233 -2.996750 -5.652124 -0.4689 0.3768 -0.2540
C 1.968611 -2.273099 -5.997204 0.6511 -0.1326 1.2133
C 0.964701 -2.132204 -5.022717 0.8216 -1.0997 0.2312
H 2.266009 -3.861608 -2.521353 -0.3232 0.0032 0.0765
H 4.086479 -4.124955 -4.029112 0.2593 0.0659 -0.3275
H 3.976650 -3.100618 -6.310985 -0.1209 0.1052 -0.3596
H 1.864530 -1.721438 -6.919825 0.1031 -0.2002 -0.1633
H 0.111180 -1.514737 -5.260695 -0.2313 -0.1323 0.1787
N -1.858711 4.703917 4.357857 -0.3230 0.0520 -1.5295
C -1.621584 5.641448 3.399583 -0.3570 -1.1442 0.8626
C -1.965984 5.454114 2.085337 -0.1747 -0.4029 -1.1827
C -2.513195 4.257292 1.630400 0.9114 -0.1795 1.2408
C -2.734957 3.252922 2.597863 -0.3770 1.1338 -1.4662
C -2.448626 3.554473 3.911550 0.3213 1.2395 0.9496
H -1.143017 6.581262 3.632240 0.0696 -0.0365 0.6671
H -1.766099 6.216743 1.347200 0.0949 0.2618 0.0665
H -2.594415 4.138021 0.560076 -0.5060 -0.3504 0.0201
H -3.217614 2.340113 2.281290 0.1633 -0.3072 0.2403
H -2.732838 2.865373 4.693060 0.1369 -0.0235 0.0352
N -1.817756 -1.385334 -6.834469 -1.9087 1.6733 0.6392
C -2.863360 -1.826421 -6.083415 0.9858 0.4156 0.1958
C -3.668687 -1.009263 -5.251980 0.5747 -1.2952 -0.9382
C -3.424283 0.332121 -5.178191 0.6981 0.7881 -0.3991
C -2.415438 0.876611 -5.989825 0.7872 -1.7412 -1.3230
C -1.695357 -0.026311 -6.851471 -0.6141 -0.4109 1.5386
H -2.924921 -2.904475 -6.103417 -0.4900 -0.1203 0.1958
H -4.481502 -1.388472 -4.650371 0.0613 -0.4852 -0.0969
H -4.045232 0.858517 -4.468460 0.2297 0.6879 -0.0461
H -2.090940 1.905135 -6.046792 -0.4554 0.1508 0.2467
H -0.910316 0.312796 -7.511104 0.0432 0.3919 0.0063
N -1.375686 5.386251 -3.539384 0.6434 -3.0433 0.6704
C -1.095065 5.247052 -2.188105 -0.4728 -0.0263 -2.2327
C -0.644906 4.091604 -1.548412 -0.0941 0.1200 -0.7365
C -0.471789 2.930059 -2.295374 1.0233 1.0134 -1.3066
C -0.657596 3.027616 -3.695749 -1.2749 0.6737 0.4328
C -1.178165 4.198660 -4.280396 0.7276 1.4497 2.7646
H -1.220935 6.142129 -1.597017 -0.0356 0.2347 -0.0692
H -0.336389 4.195803 -0.518671 -0.1273 -0.3312 0.1166
H 0.060289 2.074912 -1.905484 -0.3505 -0.1073 0.2827
H -0.521394 2.190733 -4.364691 0.2528 -0.2347 0.2009
H -1.314850 4.210729 -5.351640 -0.2260 0.4232 -0.0624
C -5.248245 -1.634316 -1.284935 -0.0876 -0.3005 0.6467
Cl -5.554807 -3.066928 -2.321171 -0.0155 0.6852 0.4009
Cl -4.889707 -2.141928 0.403968 0.2246 -0.0454 -0.6604
Cl -6.612761 -0.518956 -1.162213 0.0333 -0.2489 -0.5682
H -4.386702 -1.107388 -1.695044 -0.1862 -0.1378 0.1796
C -2.222933 -0.154730 5.324648 0.3271 0.0873 -0.1464
Cl -1.008827 0.817673 4.453810 -0.0946 -0.0660 0.5363
Cl -3.879371 0.241909 4.778947 0.5516 -0.0332 0.4299
Cl -2.000243 -0.007698 7.126888 -0.3070 -0.2380 -1.5274
H -2.002699 -1.144143 4.923818 -0.2671 -0.1264 0.7938
```
Positions in Å, forces in eV/Å.

The multiplicity is 1. The relative energy (zero: lowest compared OMol25 entry of this formula, charge and spin) comes out at 45.63 kcal per mole.

Löwdin atomic charge list, values in e, 6 entries:
1. N 0.08
2. C -0.13
3. C -0.07
4. C -0.08
5. C -0.07
6. C -0.19